{
  "formula": "C3H7PS2",
  "method": "ωB97M-V with the def2-TZVPD basis set",
  "orbital_gap_ha": [0.267, 0.267],
  "e_above_lowest_ev": 1.789,
  "smiles": "CPC(=S)CS",
  "homo_ev": [-8.5, -8.5],
  "largest_force_ev_per_a": 5.3,
  "species": ["S", "S", "P", "C", "C", "C", "H", "H", "H", "H", "H", "H", "H"],
  "positions_angstrom": [[-2.877, -0.539, -0.599], [0.795, 2.120, 0.235], [-0.172, -1.262, 0.978], [1.476, -1.447, 0.093], [-1.143, -0.083, 0.055], [-0.844, 1.322, -0.280], [-0.805, 1.510, -1.342], [0.520, 3.403, -0.003], [2.203, -0.737, 0.563], [-1.524, 1.944, 0.228], [1.792, -2.519, 0.261], [1.379, -1.253, -0.931], [-0.800, -2.460, 0.742]]
}



{
  "formula": "C5H10O",
  "method": "ωB97M-V with the def2-TZVPD basis set",
  "orbital_gap_ha": 0.390,
  "e_above_lowest_ev": 0.879,
  "smiles": "C/C=C/CCO",
  "homo_ev": -9.5,
  "largest_force_ev_per_a": 0.5,
  "species": ["O", "C", "C", "C", "C", "C", "H", "H", "H", "H", "H", "H", "H", "H", "H", "H"],
  "positions_angstrom": [[-1.449, -1.260, 0.384], [0.088, 1.162, -0.224], [2.111, 0.828, 1.230], [-1.983, -0.158, -0.309], [-0.955, 0.619, -1.154], [1.186, 0.482, 0.104], [-0.572, -1.051, 0.712], [1.414, -0.423, -0.463], [3.094, 1.156, 0.876], [2.270, -0.052, 1.864], [-0.510, -0.056, -1.896], [-2.752, -0.590, -0.951], [1.684, 1.617, 1.856], [-0.157, 2.080, 0.317], [-2.476, 0.551, 0.379], [-1.476, 1.417, -1.698]]
}



{
  "formula": "C26H31N4O2",
  "method": "ωB97M-V with the def2-TZVPD basis set",
  "orbital_gap_ha": 0.258,
  "e_above_lowest_ev": 4.406,
  "smiles": "[H]/N=C(\\C)C[C@@]1(Cc2ccc(C)cc2)CC=[N+](CC(=O)c2ccccc2)[C@@]1(NCC)OC#N",
  "homo_ev": -11.3,
  "largest_force_ev_per_a": 3.8,
  "total_charge": 1,
  "species": ["O", "O", "N", "N", "N", "N", "C", "C", "C", "C", "C", "C", "C", "C", "C", "C", "C", "C", "C", "C", "C", "C", "C", "C", "C", "C", "C", "C", "C", "C", "C", "C", "H", "H", "H", "H", "H", "H", "H", "H", "H", "H", "H", "H", "H", "H", "H", "H", "H", "H", "H", "H", "H", "H", "H", "H", "H", "H", "H", "H", "H", "H", "H"],
  "positions_angstrom": [[-3.309, 1.183, 2.737], [1.361, 2.072, 2.480], [3.535, 3.282, 2.513], [1.293, 2.746, 0.310], [4.126, -0.218, -1.353], [-0.484, 1.268, 1.418], [-6.447, 1.137, -1.447], [-4.148, 1.387, 0.536], [-3.029, 1.532, 1.607], [1.821, 2.553, -2.222], [0.095, -6.633, -0.466], [-1.645, 2.150, 1.185], [-0.565, 0.083, 1.963], [4.550, 1.888, -0.168], [-0.728, -4.140, -0.166], [1.463, 0.147, 0.745], [3.916, 0.459, -0.277], [0.933, -0.543, -0.581], [1.701, -4.502, -0.771], [-5.503, 0.914, 0.947], [-3.981, 1.723, -0.894], [3.009, -0.220, 0.819], [-6.617, 0.794, -0.011], [-0.474, -2.697, -0.208], [0.895, -0.561, 2.070], [0.857, -2.097, -0.535], [2.624, 2.582, 2.491], [0.385, -5.088, -0.473], [0.973, 1.594, 1.137], [-5.101, 1.603, -1.857], [1.949, -3.033, -0.817], [0.741, 2.682, -1.082], [5.322, 2.019, -0.987], [-7.634, 0.439, 0.307], [0.847, -1.681, 2.086], [1.260, 2.660, -3.203], [5.112, 2.039, 0.801], [4.729, 0.301, -2.001], [-4.967, 1.893, -2.933], [-7.273, 1.082, -2.193], [-5.749, 0.661, 2.012], [3.446, 0.104, 1.818], [1.071, -7.186, -0.465], [-1.490, 3.063, 1.844], [1.458, -0.346, 3.029], [-0.130, -0.176, -0.740], [0.784, 3.528, 0.751], [-0.431, -6.915, -1.430], [2.333, 1.558, -2.268], [2.972, -2.633, -1.070], [-1.460, -0.485, 2.311], [-3.020, 2.111, -1.309], [-0.069, 1.897, -1.204], [-0.569, -6.955, 0.376], [0.209, 3.667, -1.270], [3.207, -1.329, 0.764], [2.553, -5.207, -0.980], [-1.335, -1.993, -0.008], [2.562, 3.407, -2.217], [3.821, 2.733, -0.297], [-1.712, 2.544, 0.138], [1.551, -0.266, -1.482], [-1.769, -4.475, 0.081]]
}



{
  "formula": "C6H12NO",
  "method": "ωB97M-V with the def2-TZVPD basis set",
  "orbital_gap_ha": 0.324,
  "e_above_lowest_ev": 3.433,
  "homo_ev": -12.9,
  "largest_force_ev_per_a": 7.2,
  "total_charge": 1,
  "species": ["O", "N", "C", "C", "C", "C", "C", "C", "H", "H", "H", "H", "H", "H", "H", "H", "H", "H", "H", "H"],
  "positions_angstrom": [[1.354, 1.366, -0.438], [-0.772, 0.851, -0.011], [0.115, 1.746, -0.348], [-2.026, 1.276, 0.639], [-0.475, -0.502, 0.042], [-0.978, -1.484, -0.973], [1.703, 0.024, -0.347], [2.359, -0.647, 0.745], [-1.737, -2.242, -0.609], [-1.926, 1.278, 1.705], [3.403, -0.295, 0.772], [2.307, -1.671, 0.524], [1.864, -0.496, 1.614], [-0.556, -0.882, 1.000], [-0.128, 2.760, -0.460], [-2.294, 2.306, 0.218], [-0.909, -1.061, -2.013], [-2.863, 0.544, 0.402], [1.740, -0.561, -1.327], [-0.180, -2.309, -1.137]]
}



| no. | calculated total energy (hartree) |
| --- | --- |
| 1 | -1256.13439 |
| 2 | -271.72031 |
| 3 | -1378.38584 |
| 4 | -365.42320 |